#a
This record from the Open Molecules 2025 dataset describes a 8-piece molecular cluster, C10H36O13 overall. The level of theory is the ωB97M-V functional and the def2-TZVPD basis.

Its HOMO energy is -9.83 eV. As for the LUMO energy: 0.081 eV. The SMILES is OCCO.OCCO.OCCO.OCCO.OCCO.O.O.O. The molar mass comes out at 364.38 g mol⁻¹. As for the frontier orbital gap: 0.364 Eh.

The geometry in ORCA input format:
```
! wB97M-V def2-TZVPD RIJCOSX def2/J DEFGRID3
* xyz 0 1
O 3.37370 -5.48219 -0.88004
O -2.16525 5.17415 5.21090
O 5.31752 3.19528 2.13612
O -2.39814 0.90302 -7.75231
O 4.37756 -2.70756 0.06796
O 0.06976 3.18519 7.85727
O 5.39080 1.98124 -0.65408
O -1.86041 -3.79555 0.18719
O -3.11353 2.00038 -4.26622
O -3.53374 1.33257 6.32715
O -1.04242 0.38488 0.16250
O -2.77316 -4.13052 -2.63505
O -1.57422 -0.24437 3.04362
C -3.19009 1.41926 -5.60576
C -3.10406 -5.03598 -1.60874
C -0.65764 0.78702 2.54943
C -1.07591 1.34989 1.12748
C -3.18937 -4.36246 -0.14367
C 3.06353 -2.95702 -0.50499
C -1.99894 1.52736 -6.53426
C 4.66371 3.09275 -0.22624
C 5.38222 3.90480 0.91925
C 3.03612 -4.18876 -1.46400
H -0.16329 3.79003 7.15294
H 4.59823 -2.91826 0.97818
H 5.27432 1.12392 -0.23809
H 3.69287 2.72796 0.10915
H -3.49164 -5.22656 0.44798
H 2.76897 -5.86044 -0.23752
H 2.37049 -3.17440 0.30775
H 2.74142 -1.99094 -0.89364
H -3.96114 1.85168 -3.84072
H 6.13829 2.72765 2.30716
H -3.39320 0.35251 -5.51137
H -2.29148 -5.75920 -1.67782
H 6.38073 4.28349 0.70088
H 4.76695 4.77217 1.15842
H -2.85269 4.62268 4.83735
H -4.12599 -5.33082 -1.84710
H -1.74794 2.57432 -6.70447
H 0.34536 0.36062 2.56589
H 0.95175 2.88675 7.63529
H -2.52063 6.06196 5.16918
H -1.15090 1.00282 -6.09405
H -2.01078 -2.97899 -0.29470
H -0.58207 2.31079 0.98290
H -3.33367 0.66003 5.67608
H -1.48370 0.61087 -0.65958
H -2.68549 1.72325 6.53708
H -2.93325 -4.51653 -3.49933
H -0.64259 1.61392 3.25944
H 3.66004 -3.95230 -2.32592
H -2.06663 1.80402 1.10923
H -1.50796 -1.07856 2.57315
H -4.00493 -3.63968 -0.12016
H -2.10776 -0.01166 -7.77777
H 2.04349 -4.25185 -1.90987
H 4.41701 3.71931 -1.08336
H -4.09039 1.77629 -6.10585
*
```

Results of the natural (NBO) charge analysis, in e, for atoms 1 through 5: O -0.737; O -0.945; O -0.728; O -0.718; O -0.766


#b
This record from the Open Molecules 2025 dataset describes a 8-piece molecular cluster, C10H36O13 overall. The level of theory is the ωB97M-V functional and the def2-TZVPD basis.

Its HOMO energy is -9.83 eV. As for the LUMO energy: 0.195 eV. The SMILES is OCCO.OCCO.OCCO.OCCO.OCCO.O.O.O. The molar mass comes out at 364.38 g mol⁻¹. As for the frontier orbital gap: 0.368 Eh.

The geometry in ORCA input format:
```
! wB97M-V def2-TZVPD RIJCOSX def2/J DEFGRID3
* xyz 0 1
O 21.17996 -11.60086 7.00752
O 16.17059 -13.65710 4.33523
O 17.97275 -15.88650 4.86104
O 21.29089 -17.02153 8.27560
O 17.99459 -17.30345 -1.70824
O 20.19437 -17.23005 3.49913
O 19.68965 -16.20520 0.45782
O 19.74224 -13.62283 5.18986
O 15.70335 -16.77433 6.21498
O 14.04687 -15.19893 2.68772
O 19.13841 -18.76971 8.43955
O 13.65690 -18.48944 7.40597
O 19.32480 -19.91742 3.61785
C 19.08355 -12.76277 6.06714
C 19.04895 -17.41217 8.88297
C 20.01370 -16.55580 7.99470
C 18.32156 -16.46229 0.57043
C 19.92557 -11.43559 6.31432
C 14.62817 -13.95298 2.41774
C 13.54269 -18.03712 6.05492
C 17.97415 -17.64370 -0.27197
C 16.09298 -13.94976 2.95409
C 14.35297 -16.71986 5.83615
H 15.63985 -17.34982 6.98073
H 19.17965 -14.40051 5.17253
H 19.70686 -20.43752 4.32479
H 20.31149 -11.05913 5.36698
H 18.15477 -18.19051 -2.03851
H 13.89414 -18.86916 5.44476
H 19.78572 -15.50648 8.18193
H 21.00895 -17.19428 4.00056
H 19.89935 -16.72919 6.92468
H 18.50282 -16.60423 4.51445
H 16.86400 -14.25118 4.63164
H 19.35587 -10.69551 6.87629
H 17.27536 -16.31932 5.35353
H 18.11900 -12.52462 5.61877
H 14.63293 -13.78101 1.34140
H 14.36228 -16.34075 4.81424
H 20.42603 -16.87829 2.63958
H 12.53324 -17.86894 5.67965
H 14.04750 -13.25410 3.01981
H 18.61951 -18.50385 -0.09378
H 19.31566 -17.28021 9.93157
H 14.56992 -18.73611 7.57071
H 18.23591 -16.80337 1.60214
H 13.92168 -15.89519 6.40361
H 16.95136 -17.98484 -0.11193
H 20.06059 -18.92491 8.22253
H 17.67139 -15.60507 0.39563
H 19.89256 -16.06487 -0.46994
H 19.45416 -19.00923 3.89116
H 21.91436 -16.55289 7.71590
H 16.52981 -14.89305 2.62624
H 21.50814 -10.77422 7.36885
H 16.61786 -13.18821 2.37734
H 18.89822 -13.21567 7.04111
H 13.09154 -15.10560 2.67212
H 18.02953 -17.02908 8.92901
*
```

Results of the natural (NBO) charge analysis, in e, for atoms 1 through 5: O -0.747; O -0.731; O -1.007; O -0.732; O -0.733


What is the stability order? It is #b, #a, from most stable to least stable.